<1>
{"formula": "C8H12N4", "method": "ωB97M-V/def2-TZVPD", "species": ["C", "C", "C", "C", "C", "C", "C", "C", "H", "H", "H", "H", "H", "H", "H", "H", "H", "H", "H", "H", "N", "N", "N", "N"], "xyz": [[1.415, 1.441, 2.204], [0.038, 1.084, 1.613], [0.225, -0.294, 1.003], [0.931, -1.332, 1.831], [1.702, -0.530, 0.821], [2.438, 0.705, 1.319], [-1.534, -0.676, -4.046], [-3.050, -0.374, -2.065], [1.593, 2.525, 2.229], [1.490, 1.088, 3.242], [-0.758, 1.114, 2.367], [-0.240, 1.794, 0.813], [-0.480, -0.629, 0.248], [0.747, -2.364, 1.599], [1.090, -1.146, 2.892], [2.079, -1.043, -0.061], [3.361, 0.460, 1.860], [2.718, 1.327, 0.458], [-0.875, -0.807, -4.909], [-3.718, -0.244, -1.196], [-2.844, -0.670, -4.288], [-3.638, -0.513, -3.253], [-1.744, -0.379, -1.819], [-0.948, -0.537, -2.861]], "e_lumo_ev": -1.03, "homo_lumo_gap_ev": 8.57, "spin_multiplicity": 1, "homo_energy_ev": -9.6, "smiles": "C1C[C@@H]2C[C@@H]2C1.c1nncnn1"}


<2>
{"formula": "C8H12N4", "method": "ωB97M-V/def2-TZVPD", "species": ["C", "C", "C", "C", "N", "N", "H", "H", "H", "H", "H", "H", "C", "C", "C", "C", "N", "N", "H", "H", "H", "H", "H", "H"], "xyz": [[4.135, -1.073, -0.267], [1.058, 0.773, -0.143], [2.224, -0.103, -1.801], [2.827, -0.426, -0.594], [1.118, 0.625, -1.462], [2.192, 0.283, 0.394], [0.373, 0.829, -2.105], [0.334, 1.414, 0.355], [2.670, -0.199, -2.767], [4.022, -2.195, -0.220], [4.573, -0.619, 0.612], [4.860, -0.959, -1.063], [-0.952, -0.665, 1.414], [-2.201, -0.107, 0.899], [-3.418, 0.694, -0.716], [-3.340, 0.374, 1.463], [-2.272, 0.123, -0.488], [-4.120, 0.928, 0.487], [-3.828, 1.018, -1.653], [-1.047, -1.515, 2.090], [-0.313, 0.071, 1.933], [-5.113, 1.045, 0.561], [-3.506, 0.705, 2.462], [-0.277, -1.022, 0.609]], "e_lumo_ev": 0.81, "homo_lumo_gap_ev": 8.96, "spin_multiplicity": 1, "homo_energy_ev": -8.1, "smiles": "Cc1c[nH]cn1.Cc1c[nH]cn1"}


Here is how they stack up, most stable first: <2>, <1>.


<1>
{"formula": "C5H11N", "method": "ωB97M-V/def2-TZVPD", "species": ["C", "C", "C", "C", "C", "N", "H", "H", "H", "H", "H", "H", "H", "H", "H", "H", "H"], "xyz": [[1.669, 0.206, -1.096], [-0.130, 2.345, 0.512], [-0.560, 1.119, 0.977], [-0.729, -0.237, 1.179], [-1.791, -1.009, 0.392], [1.385, -1.286, -1.028], [2.136, 0.667, -0.235], [2.392, 0.359, -1.904], [0.720, 0.766, -1.046], [0.420, 3.103, 0.998], [-1.994, 1.798, -0.121], [-0.300, -0.763, 1.916], [-1.745, -2.078, 0.657], [-1.641, -1.030, -0.692], [-2.826, -0.687, 0.585], [0.824, -1.364, -0.111], [2.168, -1.910, -0.983]], "e_lumo_ev": -1.35, "homo_lumo_gap_ev": 6.18, "spin_multiplicity": 1, "homo_energy_ev": -7.5}


<2>
{"formula": "C5H11N", "method": "ωB97M-V/def2-TZVPD", "species": ["C", "C", "N", "C", "C", "C", "H", "H", "H", "H", "H", "H", "H", "H", "H", "H", "H"], "xyz": [[1.482, -1.646, -0.133], [0.033, -1.638, -0.049], [0.549, 1.015, 0.949], [-0.253, 0.922, -0.239], [-0.744, -0.372, -0.627], [-1.090, 2.192, -0.536], [1.794, -2.665, -0.359], [1.790, -1.733, 0.951], [2.108, -0.835, -0.615], [-0.263, -2.567, -0.503], [-0.439, -1.899, 0.906], [0.440, 0.275, 1.679], [0.170, 1.718, 1.621], [-1.743, -0.415, -1.123], [-2.176, 1.936, -0.738], [-0.570, 2.746, -1.380], [-1.090, 2.968, 0.197]], "e_lumo_ev": 0.96, "homo_lumo_gap_ev": 8.76, "spin_multiplicity": 1, "homo_energy_ev": -7.8, "smiles": "CC/C=C(/C)N"}


<3>
{"formula": "C5H11N", "method": "ωB97M-V/def2-TZVPD", "species": ["C", "C", "C", "H", "H", "H", "H", "H", "H", "C", "C", "N", "H", "H", "H", "H", "H"], "xyz": [[-0.751, 1.494, 0.881], [0.072, 2.185, -0.150], [1.402, 2.255, -0.030], [-1.681, 2.038, 1.076], [-0.248, 1.402, 1.843], [-1.061, 0.458, 0.625], [-0.413, 2.570, -1.040], [1.978, 2.793, -0.771], [1.870, 1.771, 0.812], [0.671, -1.819, -1.238], [0.069, -2.163, -0.098], [-1.288, -2.143, 0.227], [0.263, -1.517, -2.191], [1.748, -1.952, -1.304], [0.781, -2.243, 0.716], [-1.945, -2.501, -0.453], [-1.468, -2.629, 1.095]], "e_lumo_ev": 1.05, "homo_lumo_gap_ev": 9.48, "spin_multiplicity": 1, "homo_energy_ev": -8.4, "smiles": "C=CC.C=CN"}


Here is how they stack up, most stable first: <3>, <2>, <1>.


<1>
{"formula": "C5H11N", "method": "ωB97M-V/def2-TZVPD", "species": ["C", "N", "C", "C", "C", "C", "H", "H", "H", "H", "H", "H", "H", "H", "H", "H", "H"], "xyz": [[2.335, -1.399, -0.450], [0.906, -0.835, -0.312], [0.803, 0.573, -0.661], [-2.503, 0.519, 1.269], [-1.360, 0.216, 0.367], [-0.558, 1.060, -0.368], [2.623, -2.286, 0.110], [3.046, -0.577, -0.029], [2.805, -1.400, -1.599], [0.842, -0.808, 0.706], [1.565, 1.315, -0.380], [0.768, 0.831, -1.734], [-3.211, -0.361, 1.183], [-3.169, 1.368, 1.001], [-2.136, 0.603, 2.288], [-1.419, -0.812, -0.055], [-0.358, 2.147, -0.248]], "e_lumo_ev": 1.07, "homo_lumo_gap_ev": 9.57, "spin_multiplicity": 1, "homo_energy_ev": -8.5, "smiles": "C/C=C/CNC"}


<2>
{"formula": "C5H11N", "method": "ωB97M-V/def2-TZVPD", "species": ["C", "C", "C", "C", "C", "N", "H", "H", "H", "H", "H", "H", "H", "H", "H", "H", "H"], "xyz": [[0.077, 0.395, -0.478], [0.366, -0.001, 0.947], [1.215, 1.090, -1.201], [-0.804, 0.134, 1.848], [-0.155, -1.065, -0.930], [-1.390, -1.364, -1.300], [-0.856, 0.954, -0.598], [-1.999, -1.842, -0.633], [0.719, -1.518, -1.421], [1.372, 0.173, 1.322], [0.307, -1.341, 0.512], [1.007, 1.133, -2.274], [2.164, 0.561, -1.064], [1.320, 2.117, -0.841], [-1.653, -0.356, 1.301], [-1.085, 1.186, 1.962], [-0.606, -0.256, 2.848]], "e_lumo_ev": 0.42, "homo_lumo_gap_ev": 7.90, "spin_multiplicity": 1, "homo_energy_ev": -7.5}


Here is how they stack up, most stable first: <1>, <2>.